(1)
Below is a structure of composition C47H69BMoN12OP, with properties calculated with the ωB97M-V functional and the def2-TZVPD basis.

Properties
**HOMO-LUMO gap (alpha / beta)**: 6.437 / 6.211 eV
**⟨S²⟩**: 3.81
**Energy**: -81608.6480 eV
**Energy above the lowest of the compared OMol25 structures with the same formula, charge and spin**: 149.74 kJ/mol
**E_HOMO (alpha / beta)**: -5.805 / -6.307 eV
**2S+1**: 4

Cartesian coordinates (Å):
Mo  -0.701  0.772  -0.592
C  -4.469  2.759  -0.777
C  -3.083  2.769  -0.650
N  -2.656  1.638  -0.102
N  -3.736  0.889  0.134
C  -4.843  1.539  -0.263
B  -3.737  -0.220  1.180
N  -2.659  -1.273  0.902
C  -2.603  -2.443  1.566
C  -1.346  -2.979  1.395
C  -0.678  -2.044  0.605
N  -1.492  -1.041  0.290
N  -3.402  0.506  2.511
C  -3.574  0.087  3.781
C  -3.139  1.087  4.622
C  -2.704  2.095  3.754
N  -2.866  1.732  2.498
N  -5.086  -0.912  1.271
C  -6.204  -0.529  1.934
C  -7.181  -1.466  1.692
C  -6.559  -2.398  0.850
N  -5.313  -2.051  0.604
H  -5.099  3.528  -1.177
H  -2.390  3.535  -0.939
H  -5.814  1.101  -0.166
H  -3.446  -2.811  2.113
H  -0.966  -3.900  1.791
H  0.354  -2.042  0.304
H  -3.985  -0.880  3.997
H  -3.144  1.100  5.693
H  -2.292  3.057  3.991
H  -6.236  0.370  2.520
H  -8.187  -1.493  2.063
H  -6.966  -3.296  0.423
C  -2.269  -2.752  -2.515
C  -0.747  -2.630  -2.535
C  -0.128  -3.989  -2.887
C  -0.207  -1.604  -3.501
C  -0.528  -1.743  -4.843
C  0.143  -1.038  -5.821
C  1.204  -0.239  -5.447
C  1.535  -0.042  -4.112
C  2.742  0.829  -3.826
C  2.670  2.180  -4.542
C  4.023  0.118  -4.279
C  0.760  -0.656  -3.099
N  0.989  -0.386  -1.729
C  2.228  -0.754  -1.362
C  2.902  -0.695  -0.152
N  2.528  -0.134  0.982
C  3.121  -0.482  2.160
C  3.232  -1.841  2.572
C  3.641  -2.128  3.863
C  3.979  -1.137  4.762
C  3.970  0.178  4.334
C  3.571  0.523  3.055
C  3.787  1.962  2.628
C  4.729  2.017  1.423
C  2.498  2.720  2.326
C  2.923  -3.015  1.665
C  2.053  -4.079  2.345
C  4.218  -3.675  1.174
H  -2.570  -3.525  -1.811
H  -2.659  -3.021  -3.494
H  -2.722  -1.817  -2.201
H  -0.414  -2.354  -1.539
H  -0.479  -4.326  -3.860
H  -0.409  -4.735  -2.146
H  0.957  -3.921  -2.922
H  -1.293  -2.446  -5.135
H  -0.131  -1.147  -6.860
H  1.784  0.245  -6.219
H  2.802  1.007  -2.749
H  2.789  2.060  -5.616
H  3.471  2.828  -4.193
H  1.719  2.672  -4.362
H  3.980  -0.104  -5.343
H  4.168  -0.819  -3.750
H  4.886  0.755  -4.096
H  2.798  -1.286  -2.126
H  3.891  -1.164  -0.197
H  3.717  -3.158  4.175
H  4.288  -1.386  5.767
H  4.309  0.954  5.006
H  4.289  2.479  3.456
H  4.265  1.540  0.565
H  5.655  1.493  1.650
H  4.968  3.048  1.164
H  2.740  3.674  1.864
H  1.942  2.933  3.235
H  1.873  2.133  1.661
H  2.382  -2.651  0.788
H  2.643  -4.702  3.015
H  1.614  -4.732  1.592
H  1.254  -3.617  2.919
H  4.784  -4.074  2.012
H  4.851  -2.960  0.653
H  3.986  -4.492  0.491
C  0.615  0.869  4.822
N  0.056  0.069  3.757
C  -0.512  -1.188  4.193
C  -0.049  0.464  2.523
N  -0.145  0.779  1.406
H  -0.173  1.399  5.367
H  1.331  1.580  4.428
H  1.137  0.202  5.510
H  0.272  -1.812  4.632
H  -0.955  -1.718  3.354
H  -1.282  -1.008  4.947
C  -0.088  4.357  -2.154
P  0.242  3.013  -0.902
C  -0.199  3.968  0.622
C  2.069  3.195  -0.976
H  0.371  5.277  -1.791
H  -1.151  4.523  -2.309
H  0.363  4.101  -3.111
H  -0.760  4.864  0.359
H  0.693  4.255  1.172
H  -0.819  3.335  1.257
H  2.385  4.149  -0.559
H  2.383  3.149  -2.014
H  2.534  2.379  -0.435
C  -3.646  0.521  -3.658
O  -2.832  0.345  -2.508
C  -1.588  0.823  -2.422
C  -1.122  1.553  -3.648
H  -4.600  0.048  -3.431
H  -3.202  0.034  -4.530
H  -3.798  1.582  -3.871
H  -1.193  0.923  -4.536
H  -1.740  2.439  -3.823
H  -0.089  1.857  -3.520

These are the Löwdin partial charges, in e, on atoms 1 to 5: 1.2179, -0.0279, -0.1537, -0.0950, 0.0270


(2)
Below is a structure of composition C47H74BN7OPdS3SbTe, with properties calculated with the ωB97M-V functional and the def2-TZVPD basis.

Properties
**HOMO-LUMO gap (alpha / beta)**: 6.760 / 5.587 eV
**⟨S²⟩**: 0.76
**Energy**: -112902.2152 eV
**Energy above the lowest of the compared OMol25 structures with the same formula, charge and spin**: 0.00 kJ/mol
**Net charge**: +2
**E_HOMO (alpha / beta)**: -12.597 / -12.512 eV
**2S+1**: 2

Cartesian coordinates (Å):
Pd  -0.033  0.518  0.682
C  -0.424  6.201  3.236
C  -1.553  5.707  2.338
C  -2.776  6.624  2.468
C  -1.106  5.706  0.883
N  -1.979  4.340  2.829
C  -2.612  4.248  4.056
C  -3.001  2.973  4.222
N  -2.623  2.262  3.102
B  -3.242  0.848  2.871
N  -3.638  0.650  1.380
C  -4.758  1.306  0.921
C  -5.001  0.877  -0.330
N  -4.026  -0.048  -0.656
C  -3.190  -0.165  0.409
S  -1.753  -1.125  0.567
C  -4.167  -0.823  -1.945
C  -5.445  -1.654  -1.826
C  -2.993  -1.744  -2.235
C  -4.275  0.184  -3.089
N  -2.443  -0.326  3.489
C  -3.130  -1.352  4.094
C  -2.229  -2.234  4.562
N  -0.970  -1.760  4.238
C  -1.129  -0.584  3.588
S  0.103  0.498  2.988
C  0.239  -2.503  4.757
C  0.228  -2.369  6.280
C  1.559  -1.978  4.213
C  0.096  -3.964  4.331
C  -1.976  3.100  2.272
S  -1.284  2.649  0.746
H  -0.182  7.230  2.969
H  0.470  5.594  3.113
H  -0.714  6.189  4.287
H  -2.575  7.554  1.938
H  -2.994  6.885  3.502
H  -3.661  6.167  2.025
H  -0.934  6.744  0.598
H  -1.874  5.302  0.221
H  -0.178  5.159  0.733
H  -2.751  5.101  4.693
H  -3.541  2.509  5.028
H  -4.275  0.860  3.482
H  -5.298  2.004  1.535
H  -5.800  1.130  -1.001
H  -5.377  -2.342  -0.983
H  -5.580  -2.239  -2.735
H  -6.330  -1.031  -1.696
H  -2.901  -2.551  -1.511
H  -2.049  -1.204  -2.272
H  -3.180  -2.193  -3.212
H  -5.097  0.889  -2.967
H  -4.451  -0.360  -4.017
H  -3.347  0.746  -3.195
H  -4.203  -1.361  4.145
H  -2.377  -3.141  5.115
H  0.278  -1.320  6.574
H  1.096  -2.882  6.693
H  -0.665  -2.812  6.721
H  1.787  -0.976  4.568
H  1.582  -1.982  3.124
H  2.338  -2.650  4.575
H  -0.801  -4.437  4.728
H  0.951  -4.523  4.711
H  0.081  -4.052  3.245
C  -0.994  2.397  -2.414
C  0.085  1.360  -2.315
O  0.993  1.320  -3.214
N  0.114  0.396  -1.433
Te  1.855  -0.550  -2.221
C  2.652  -1.134  -4.156
C  2.294  -0.786  -5.466
C  1.180  0.125  -5.927
C  2.994  -1.395  -6.510
C  4.002  -2.321  -6.320
C  4.720  -2.957  -7.475
C  4.340  -2.632  -5.011
C  3.694  -2.059  -3.923
C  4.193  -2.531  -2.571
C  0.928  -2.424  -1.865
C  0.082  -2.990  -2.821
C  -0.308  -2.309  -4.104
C  -0.447  -4.252  -2.561
C  -0.181  -4.943  -1.389
C  -0.760  -6.306  -1.136
C  0.626  -4.327  -0.437
C  1.184  -3.075  -0.653
C  2.063  -2.495  0.425
H  -1.297  2.457  -3.459
H  -0.617  3.380  -2.131
H  -1.843  2.145  -1.785
H  0.867  0.857  -5.199
H  0.310  -0.473  -6.210
H  1.505  0.651  -6.824
H  2.716  -1.126  -7.523
H  4.301  -2.637  -8.427
H  4.656  -4.044  -7.421
H  5.778  -2.691  -7.464
H  5.142  -3.337  -4.820
H  5.247  -2.790  -2.656
H  3.654  -3.424  -2.245
H  4.129  -1.795  -1.768
H  -0.434  -1.230  -3.982
H  -1.253  -2.712  -4.465
H  0.439  -2.469  -4.881
H  -1.095  -4.703  -3.305
H  -1.380  -6.636  -1.967
H  -1.372  -6.306  -0.232
H  0.032  -7.042  -0.992
H  0.826  -4.835  0.500
H  1.808  -2.925  1.393
H  1.964  -1.409  0.519
H  3.117  -2.716  0.234
C  4.352  -0.801  2.191
C  4.282  0.176  1.025
Sb  2.528  1.402  0.952
C  2.928  2.489  2.748
C  1.961  3.630  3.031
C  3.201  2.820  -0.506
C  2.206  3.921  -0.848
H  5.332  -1.278  2.225
H  3.603  -1.589  2.110
H  4.204  -0.297  3.148
H  4.388  -0.320  0.060
H  5.079  0.920  1.095
H  3.943  2.864  2.601
H  2.963  1.779  3.575
H  1.922  4.329  2.194
H  2.279  4.193  3.911
H  0.947  3.270  3.213
H  3.489  2.256  -1.395
H  4.119  3.238  -0.085
H  1.238  3.513  -1.137
H  2.575  4.526  -1.676
H  2.039  4.589  -0.002

These are the Löwdin partial charges, in e, on atoms 1 to 5: 0.2021, -0.0080, -0.5223, -0.0232, -0.0724